1.
ORCA calculation (wB97M-V/def2-TZVPD) on a molecular structure, C8F24LiN4O16S8.

Geometry as XYZ:
```
61
Properties=species:S:1:pos:R:3:mulliken_charge:R:1
Li -1.96 -1.10 -0.01 1.00
C -5.77 0.25 4.47 0.66
F -5.22 -0.96 4.14 -0.24
F -7.10 0.21 4.43 -0.19
F -5.37 0.60 5.69 -0.21
S -5.14 1.45 3.08 0.98
O -5.95 2.66 3.17 -0.58
O -3.72 1.70 3.41 -0.65
N -5.25 0.57 1.60 -0.48
S -6.63 1.05 1.01 1.04
O -7.83 0.75 1.82 -0.62
O -6.50 2.38 0.54 -0.61
C -6.77 -0.08 -0.61 0.58
F -6.46 -1.40 -0.37 -0.23
F -7.98 0.02 -1.21 -0.21
F -5.82 0.36 -1.41 -0.22
C 3.39 -3.18 4.98 0.60
F 2.88 -2.50 6.01 -0.22
F 4.51 -3.87 5.19 -0.22
F 2.42 -4.07 4.63 -0.23
S 3.77 -1.97 3.54 0.98
O 4.37 -2.91 2.54 -0.61
O 2.49 -1.39 3.18 -0.62
N 4.78 -0.87 4.34 -0.36
S 5.90 -0.79 3.24 1.03
O 6.80 -1.89 3.25 -0.63
O 5.53 -0.18 1.96 -0.62
C 7.01 0.64 4.13 0.60
F 6.21 1.72 4.25 -0.25
F 7.37 0.37 5.37 -0.24
F 8.04 0.85 3.37 -0.21
C -1.33 -4.90 -5.31 0.67
F -1.18 -6.02 -6.05 -0.25
F -0.75 -4.00 -6.10 -0.23
F -2.67 -4.63 -5.15 -0.23
S -0.29 -5.00 -3.70 0.93
O 0.46 -6.28 -3.79 -0.54
O 0.63 -3.88 -3.78 -0.67
N -1.46 -4.79 -2.55 -0.44
S -1.73 -6.15 -1.80 1.02
O -0.58 -6.90 -1.29 -0.58
O -2.80 -5.89 -0.75 -0.70
C -2.67 -7.28 -3.10 0.64
F -1.79 -7.61 -4.07 -0.20
F -2.97 -8.40 -2.45 -0.23
F -3.71 -6.64 -3.56 -0.20
C 0.51 5.99 -4.06 0.58
F 0.90 4.98 -4.78 -0.20
F 0.84 7.20 -4.68 -0.25
F -0.88 5.96 -4.00 -0.24
S 1.42 5.93 -2.20 0.93
O 0.58 6.83 -1.40 -0.59
O 1.35 4.51 -1.83 -0.59
N 2.96 6.43 -2.58 -0.31
S 3.49 7.37 -1.40 0.98
O 3.21 8.79 -1.50 -0.63
O 3.36 6.75 -0.10 -0.60
C 5.45 7.32 -1.88 0.64
F 6.14 7.71 -0.90 -0.23
F 5.85 6.08 -2.03 -0.24
F 5.66 8.09 -2.96 -0.24
```

## Properties
Multiplicity = 1
Kohn-Sham gap = 6.597 eV
Total charge = -3


2.
ORCA calculation (wB97M-V/def2-TZVPD) on a molecular structure, C15H33ClCuN2O7.

Geometry as XYZ:
```
59
Properties=species:S:1:pos:R:3:mulliken_charge:R:1
Cu 0.48 0.61 -0.81 0.57
Cl 2.25 3.20 -3.00 1.77
O 2.46 2.24 -4.07 -0.71
O 1.83 2.52 -1.80 -0.68
O 3.48 3.92 -2.76 -0.72
O 1.23 4.12 -3.40 -0.71
C -2.24 -0.68 0.64 -1.30
C -2.01 0.16 1.91 1.82
C -2.66 -0.65 3.09 -1.58
C -1.92 -1.91 3.52 -0.60
C -0.48 -1.50 3.81 -1.59
C 0.22 -0.64 2.73 2.04
N -0.63 0.48 2.29 0.44
O -0.03 1.38 1.41 -0.83
C 0.70 -1.59 1.60 -1.11
C 1.44 0.01 3.39 -2.01
C -2.87 1.45 1.88 -1.59
H -3.30 -0.61 0.37 0.49
H -1.96 -1.72 0.79 0.22
H -1.70 -0.24 -0.20 -0.02
H -3.69 -0.87 2.81 0.47
H -2.75 -0.03 3.98 0.45
H -1.84 -2.70 2.77 0.31
H -2.36 -2.29 4.44 0.40
H 0.09 -2.42 4.00 0.36
H -0.41 -1.11 4.84 0.49
H 1.73 -1.88 1.81 0.51
H 0.72 -1.08 0.63 -0.22
H 0.11 -2.51 1.53 0.29
H 1.24 0.60 4.28 0.42
H 1.97 0.69 2.72 0.23
H 2.15 -0.78 3.65 0.47
H -3.92 1.32 2.17 0.38
H -2.93 1.84 0.87 -0.10
H -2.47 2.08 2.67 0.50
C -2.54 1.85 -2.24 -0.62
O -1.44 0.97 -2.25 -0.05
C -1.19 0.40 -3.52 -0.83
C 0.17 -0.28 -3.50 -0.47
N 0.41 -1.15 -2.33 -0.06
C 1.72 -1.79 -2.47 -1.17
C 2.80 -0.77 -2.14 -0.45
O 2.61 -0.42 -0.77 0.08
C 3.78 0.12 -0.16 -0.81
H -2.22 2.77 -2.73 0.31
H -2.86 1.98 -1.21 -0.10
H -3.40 1.43 -2.78 0.37
H -1.16 1.19 -4.27 0.43
H -2.03 -0.29 -3.70 0.46
H 0.96 0.47 -3.56 0.01
H 0.28 -0.85 -4.43 0.46
H -0.30 -1.87 -2.41 0.23
H 1.93 -2.25 -3.44 0.47
H 1.92 -2.58 -1.75 0.37
H 2.74 0.13 -2.75 0.22
H 3.80 -1.22 -2.25 0.54
H 3.92 1.16 -0.43 0.26
H 4.65 -0.51 -0.35 0.37
H 3.55 0.13 0.90 0.12
```

## Properties
Multiplicity = 1
Kohn-Sham gap = 5.561 eV
Total charge = -1


3.
ORCA calculation (wB97M-V/def2-TZVPD) on 2 unconnected molecules or ions with the total composition CH4FNO.

Geometry as XYZ:
```
8
Properties=species:S:1:pos:R:3:mulliken_charge:R:1
C -0.47 -0.85 0.64 -0.20
N 1.12 1.37 -0.67 -0.24
O 1.31 0.08 -0.65 -0.33
F -1.72 -0.56 0.15 -0.24
H -0.32 -0.16 1.49 0.25
H -0.35 -1.91 0.52 0.24
H 1.40 2.02 0.13 0.26
H 0.17 1.71 -1.03 0.27
```

## Properties
Multiplicity = 1
Kohn-Sham gap (alpha / beta) = 10.023 / 8.452 eV


4.
ORCA calculation (wB97M-V/def2-TZVPD) on a molecular structure, C3H9NP2.

Geometry as XYZ:
```
15
Properties=species:S:1:pos:R:3:mulliken_charge:R:1
C -1.18 -0.16 0.02 -0.56
C -0.79 -1.23 0.87 -0.74
C 0.17 -0.17 -1.37 -0.97
N 1.80 1.47 -0.13 -0.48
P 1.02 -1.02 1.49 -0.07
P 1.74 -0.26 -0.45 0.10
H -2.09 -0.16 -0.38 0.45
H -0.87 0.88 0.32 0.26
H -1.35 -1.38 1.82 0.36
H -0.74 -2.31 0.54 0.34
H 0.15 -1.01 -2.07 0.38
H -0.13 0.70 -1.82 0.47
H 1.19 1.88 -0.81 0.22
H 2.62 1.92 0.29 0.19
H 0.62 0.31 2.05 0.05
```

## Properties
Multiplicity = 1
Kohn-Sham gap = 8.609 eV